C34H41BClFN2O3PS | ωB97M-V with the def2-TZVPD basis set

```
85
Properties=species:S:1:pos:R:3:forces:R:3
H -3.3353 4.1040 1.9886 -0.5 -0.6 -0.9
O -1.0569 3.5836 0.6055 -0.8 -1.3 1.0
C 1.6672 0.7566 -3.6612 0.0 0.0 0.0
H -4.1283 3.5552 -1.6912 0.0 0.0 0.0
C 7.9041 -4.4485 -4.4137 0.0 0.0 0.0
O -3.9726 -3.5999 1.3055 0.1 -0.6 0.5
C -4.1187 0.2266 1.0164 2.4 2.5 0.6
C 7.5105 -3.2150 -4.9170 0.0 0.0 0.0
C 6.1011 -1.3138 3.1819 0.0 0.0 0.0
H -5.8919 -0.2472 -2.5935 0.0 0.0 0.0
H 6.7007 -2.1963 2.9939 0.0 0.0 0.0
C 6.2320 -0.6277 4.3828 0.0 0.0 0.0
C -3.0978 -2.8987 0.9677 -0.4 0.7 -0.8
H -7.3653 0.1059 2.3749 0.9 0.1 0.0
H 3.5262 -0.9858 -0.7561 0.0 0.0 0.0
H 7.2269 -3.9365 -1.1335 0.0 0.0 0.0
H 3.9489 1.8211 3.8629 0.1 0.0 0.0
H 5.5581 1.0319 5.5662 0.0 0.0 0.0
H -0.5262 0.7621 4.2467 0.6 -0.5 -0.5
H 1.1460 1.2447 -4.4762 0.0 0.0 0.0
C -4.9325 1.5910 -2.0268 -0.1 0.0 -0.1
H -7.2240 0.8003 -4.3933 0.0 0.0 0.0
C 4.5548 0.9429 3.6703 0.0 -0.1 -0.1
C -6.4339 2.7660 -4.0465 0.1 0.0 0.0
C -5.5854 -0.2153 1.1920 0.9 -0.8 -0.1
H -1.3891 4.1287 1.3365 0.2 0.2 -0.5
N -3.0816 -0.4986 0.4006 -0.6 -1.8 -1.1
C 1.8987 0.3021 -1.3086 -0.1 -0.1 0.0
C 4.4302 0.2616 2.4646 -0.1 0.0 0.0
H 6.9380 -0.9722 5.1288 0.0 0.0 0.0
H -6.1140 1.2954 2.8064 0.1 -0.9 -0.1
H -0.3122 -0.1043 2.6551 0.3 0.4 0.6
C 5.4578 0.4991 4.6282 0.0 0.0 0.0
C -5.5627 3.5396 -3.2891 0.0 0.0 0.0
H 7.5853 -3.0146 -5.9792 0.0 0.0 0.0
C -5.7998 0.8160 -2.7880 0.0 0.0 0.1
H 0.3711 1.5611 -2.1485 0.0 0.1 0.0
C 3.4433 -0.6673 -2.8774 0.0 0.0 0.0
C -1.8761 0.1013 0.3379 -2.4 0.9 1.2
H 8.2909 -5.2080 -5.0823 0.0 0.0 0.0
C -6.2606 0.2314 2.5298 -0.8 -1.0 -0.2
C 0.1776 0.5548 3.4038 0.4 0.9 0.3
H 1.1170 0.0724 3.7718 -0.9 0.3 -0.2
C -3.3255 -1.8457 -0.1703 1.3 -0.2 -0.2
H -6.1630 0.0595 0.2726 0.5 0.1 0.8
H -5.4705 4.6009 -3.4854 0.0 0.0 0.0
H -0.9324 -0.2956 -0.0895 -0.8 0.4 0.4
H -6.6788 -0.4657 4.5248 0.7 -0.2 -0.5
O 0.3544 1.7849 1.2828 -1.6 0.0 -0.4
C 6.9239 -2.4961 -2.6970 0.0 0.0 0.0
F -6.1265 -2.0639 3.4168 0.6 0.9 -0.1
H -4.3502 1.1341 -1.2357 0.0 0.1 -0.1
C -4.8105 2.9516 -2.2807 0.0 0.0 0.1
C -6.5491 1.4039 -3.7986 0.0 0.0 0.0
H 5.1040 -1.4002 1.2826 0.0 0.0 0.0
C 7.0224 -2.2378 -4.0588 0.0 0.0 0.0
H -2.5855 -2.0554 -0.9860 -0.5 0.4 0.8
H -4.3273 -1.8964 -0.6440 0.5 -0.1 0.8
H 6.7186 -1.2739 -4.4512 0.0 0.0 0.0
C 1.2319 0.9323 -2.3532 0.0 -0.1 0.0
C 5.2022 -0.8674 2.2214 0.0 0.0 0.0
C -3.4161 1.4390 1.3565 -1.6 -1.0 -1.4
C 7.3090 -3.7329 -2.1949 0.0 0.0 0.0
H -4.9261 -0.5044 4.1931 -0.4 -0.6 -0.6
H 1.5741 2.2639 2.8997 -0.8 -0.1 -0.1
H 3.7294 0.6110 1.7133 0.0 0.0 0.0
C 7.8005 -4.7086 -3.0527 0.0 0.0 0.0
Cl -1.4439 -2.9089 1.6946 -0.8 0.1 -0.5
H -0.2053 2.7182 3.0794 0.8 -0.4 0.0
H -5.5778 -1.3395 1.2049 -0.1 0.9 0.0
H 1.5555 0.4346 -0.2887 0.1 0.1 0.0
B -0.9184 2.2337 0.9598 2.0 2.2 0.0
C -5.9195 -0.7149 3.7379 -1.0 1.4 0.6
H 8.1031 -5.6723 -2.6610 0.0 0.0 0.0
H 3.1095 -0.1838 -4.9425 0.0 0.0 0.0
H 6.5456 -1.7327 -2.0263 0.0 0.0 0.0
S -4.1455 2.6078 4.1167 0.3 0.1 -0.3
H 4.3083 -1.2871 -3.0817 -0.1 0.0 0.0
N -2.0998 1.3133 0.9269 1.1 -0.8 -0.5
H -5.4897 3.1282 1.7857 0.8 0.0 -0.9
C 3.0050 -0.4963 -1.5708 0.0 0.0 0.0
H -7.0222 3.2250 -4.8313 0.0 0.0 0.0
P -4.1319 2.9365 2.1816 0.1 -0.7 2.5
C 2.7712 -0.0447 -3.9227 0.0 0.0 0.0
C 0.5258 1.9400 2.7353 -0.5 -1.0 0.2
```
Positions in Å, forces in eV/Å.

Computed properties:
net charge = +1
Kohn-Sham gap = 7.1 eV



C34H41Br2DyN4O4S2 | ωB97M-V with the def2-TZVPD basis set

```
88
Properties=species:S:1:pos:R:3:forces:R:3
H -1.0227 3.9580 -6.8777 0.0 0.0 0.0
C -2.3886 -0.1768 1.9999 -0.1 0.1 0.1
Br 1.5692 4.1298 1.8599 -0.1 0.0 0.0
C 3.2798 -0.0162 2.1385 0.0 0.1 0.1
H -0.4175 5.1409 0.7407 -0.1 0.0 0.0
N -2.7019 1.1512 4.9735 -0.3 -0.1 -0.4
H 4.1728 -3.7378 0.8979 0.0 0.0 0.0
H 1.7773 1.4120 2.6676 0.0 0.0 0.0
C -1.2859 0.0229 6.9812 0.1 0.0 0.1
H 6.6012 -1.9794 -0.1324 -0.1 0.0 0.0
H -0.7199 -0.4149 7.7948 0.0 0.0 -0.1
C -0.4079 -4.0809 -3.0567 0.0 0.1 0.1
H 5.7902 -3.7208 1.6124 -0.1 0.0 0.0
H -2.7128 -0.4332 0.9960 0.0 0.0 -0.1
C -2.9410 4.4127 -6.0055 0.1 0.0 0.0
C -3.2622 3.6996 -3.7529 -0.2 0.0 0.3
H 6.0980 -0.0491 2.0887 0.0 -0.1 0.0
C 4.8136 -3.2277 1.6215 0.0 0.0 0.0
H -1.2198 -5.3778 -1.5053 0.0 0.0 0.0
C -0.3170 -5.2895 -2.1146 0.0 0.0 0.0
H -3.1950 1.4323 4.1202 0.0 0.0 0.0
O -4.0773 3.6345 -2.6424 0.1 -0.1 -0.3
H 5.6056 -0.5379 -0.4251 0.0 -0.1 0.0
H -0.1979 2.7969 -4.8285 0.0 0.0 0.0
C 5.9296 -1.1086 2.2983 0.0 0.1 0.0
N -2.2903 2.2873 -1.4216 -0.1 1.0 -0.8
C -3.7488 4.3333 -4.8838 0.0 0.1 -0.1
H -2.5356 -4.3663 -3.4617 0.1 0.0 0.0
H -3.3158 4.9091 -6.8930 0.0 0.0 0.0
H 0.4457 0.7464 5.9530 0.0 0.0 0.0
H -2.5507 -0.1561 -1.5884 0.0 0.0 0.0
S -0.5753 2.1158 3.6615 0.0 -0.3 0.0
C -2.5089 3.4619 2.2730 0.1 0.1 0.2
Dy -0.2214 2.1186 -0.3065 1.3 -0.5 1.8
C -1.3586 1.2744 4.9129 0.3 0.1 0.3
N -0.7353 -0.4661 -0.6859 -0.1 -0.1 -0.3
C 0.2827 4.4112 0.3441 -0.1 -0.1 0.0
C 5.5799 -1.5880 -0.1218 0.0 0.0 0.0
C -2.6906 -0.0987 6.9684 -0.1 0.0 0.0
C 0.8779 -3.9837 -3.8908 0.0 0.0 0.0
Br 2.3576 1.9807 -1.2010 0.3 0.0 -0.2
O -2.4973 4.7870 -1.0949 -0.1 -0.1 0.1
H 4.3735 -3.3574 2.6142 0.0 0.0 -0.1
H 0.8509 -3.1120 -4.5488 0.0 0.0 0.0
C 1.3902 -0.8544 0.3845 -0.3 -0.1 -0.2
C -1.5429 2.3491 -2.5727 -0.9 0.0 -0.2
H 1.7659 -3.8999 -3.2600 -0.1 0.0 0.0
H 6.8949 -1.6163 2.2502 0.0 0.0 0.0
H -3.2233 -0.6327 7.7409 0.0 0.0 0.0
C 4.9765 -1.7389 1.2840 -0.1 0.0 0.0
H 0.5393 -5.2141 -1.4408 0.0 0.0 0.0
H 3.9894 0.3955 2.8436 -0.1 0.0 0.0
C -3.3639 0.4617 5.9339 0.0 0.0 0.0
H 1.2995 -3.0729 -1.1997 -0.1 0.0 0.0
N 1.0893 0.1762 1.1854 0.0 0.1 -0.1
H -1.3095 -0.2995 2.0650 0.1 0.0 0.0
O -0.4815 1.6996 -2.6064 0.0 0.1 -0.2
C -1.9962 3.1316 -3.7396 0.1 -0.2 0.1
C -0.6325 0.6709 5.9763 0.0 0.1 -0.1
C -1.1875 3.2334 -4.8693 0.0 0.0 -0.1
H -3.2015 3.4610 3.1302 0.1 0.0 0.0
C -1.6521 3.8754 -6.0004 -0.1 0.0 0.0
C -1.5896 -4.2840 -4.0036 0.0 0.0 0.0
H -4.7423 4.7619 -4.8621 0.0 0.0 0.0
C 3.6070 -1.0659 1.2995 0.1 -0.1 0.0
H -1.4467 -5.2107 -4.5639 0.0 0.0 0.0
H -1.8063 4.2834 2.4050 0.0 0.0 0.0
H -4.4360 0.4027 5.8163 0.0 0.0 0.0
H 2.8265 -2.2891 -0.2763 0.0 0.1 0.1
C -1.6596 -1.9667 -2.3107 -0.1 0.0 0.0
H -0.2059 -6.2074 -2.6977 0.0 0.0 0.0
H -2.4816 -2.1690 -2.9827 0.0 0.0 0.0
C 2.0264 0.5678 2.0436 0.0 0.0 0.0
H -2.8824 -0.8438 2.7110 0.0 0.0 0.0
H 5.0016 -2.1362 -0.8703 0.0 0.0 0.1
C -1.7020 -0.8266 -1.5304 0.0 0.0 0.1
H 5.5532 -1.2035 3.3205 0.0 0.0 -0.1
H -1.6735 -3.4670 -4.7254 0.0 0.0 0.0
C 2.6141 -1.4887 0.4195 0.2 -0.1 0.0
S -3.3139 3.5818 -1.1593 0.0 -0.1 -0.2
H -3.1105 3.6723 1.3945 0.0 0.0 -0.1
O -2.7657 1.1602 2.3091 0.0 -0.2 0.1
H 0.8983 4.9193 -0.3962 0.1 0.1 -0.1
C 0.4329 -2.4390 -1.3253 0.1 -0.1 0.0
H 0.9874 -4.8791 -4.5086 0.0 0.0 0.0
C -1.7628 2.1447 2.1201 -0.1 0.3 -0.2
C 0.3266 -1.2725 -0.5847 0.1 0.1 0.2
C -0.5590 -2.8076 -2.2255 0.0 -0.1 -0.1
```
Positions in Å, forces in eV/Å.

Computed properties:
net charge = 0
Kohn-Sham gap (spin up / spin down) = 6.8 / 6.7 eV
spin multiplicity = 6
<S²> = 9.3316